Below is a structure of composition C28H29BMnN7P at a distorted geometry, with properties calculated with wB97M-V/def2-TZVPD.

Structure (ORCA input):
```
! RIJCOSX wB97M-V def2-TZVPD def2/J DEFGRID3
* xyz 0 6
H 1.604 -1.812 1.826
N 1.576 -2.399 -0.177
B 1.989 -3.349 -2.465
N 2.164 -3.408 -0.917
C 2.858 -4.204 -0.085
Mn 0.324 -1.099 -0.874
H 3.411 -5.053 -0.482
C 2.736 -3.710 1.218
H 3.144 -4.099 2.133
C 1.938 -2.550 1.115
H 2.520 -4.278 -2.997
C 0.252 1.964 -2.388
H -0.510 2.685 -2.094
H -0.144 0.938 -2.209
H 0.518 2.063 -3.443
N 2.651 -2.032 -2.955
N 0.469 -3.274 -2.842
N 2.306 -0.813 -2.425
N -0.309 -2.285 -2.244
C 3.621 -1.893 -3.883
C -0.310 -3.990 -3.673
H 3.998 -2.771 -4.377
H 0.092 -4.822 -4.243
C 3.937 -0.540 -3.955
C -1.618 -3.486 -3.609
C 3.084 0.100 -3.037
C -1.575 -2.401 -2.718
H 4.672 -0.079 -4.581
H -2.492 -3.856 -4.098
H 3.002 1.164 -2.840
H -2.344 -1.699 -2.403
H 1.123 2.109 -1.776
N -0.658 -0.138 0.126
P -1.087 0.900 1.278
C -1.856 0.138 2.744
C -3.163 0.508 3.129
C -3.751 -0.037 4.274
C -3.055 -0.973 5.046
C -1.787 -1.405 4.633
C -1.205 -0.881 3.471
C 0.442 1.813 1.696
C 0.709 3.039 1.059
C 1.927 3.690 1.256
C 2.926 3.078 2.013
C 2.711 1.815 2.577
C 1.476 1.178 2.408
C -2.242 2.109 0.595
C -2.922 1.969 -0.629
C -3.769 2.998 -1.067
C -3.939 4.149 -0.287
C -3.284 4.271 0.944
C -2.438 3.255 1.380
H -3.715 1.244 2.545
H -4.746 0.288 4.588
H -3.497 -1.381 5.960
H -1.234 -2.134 5.234
H -0.236 -1.256 3.130
H -0.026 3.492 0.397
H 2.089 4.680 0.822
H 3.887 3.572 2.157
H 3.498 1.320 3.155
H 1.323 0.178 2.817
H -2.788 1.062 -1.223
H -4.305 2.899 -2.019
H -4.609 4.945 -0.628
H -3.428 5.149 1.577
H -1.932 3.345 2.339
*
```

The value obtained for the HOMO-LUMO gap (alpha / beta) is 6.91 / 8.65 eV. For the maximum force, the calculation gives 8.11 eV Å⁻¹. The energy is -81224.126 eV. The calculation puts the lowest unoccupied orbital energy (alpha / beta) at 0.7452 / 0.7262 eV.

Löwdin charges, unit e, in atom order:
1 H 0.076
2 N -0.084
3 B -0.484
4 N 0.000
5 C -0.066
6 Mn 0.683
7 H 0.124
8 C -0.055
9 H 0.085
10 C -0.102
11 H 0.112
12 C -0.051
13 H 0.012
14 H -0.016
15 H 0.026
16 N -0.048
17 N 0.002
18 N 0.033
19 N -0.085
20 C -0.083
21 C -0.065
22 H 0.112
23 H 0.123
24 C -0.075
25 C -0.062
26 C -0.142
27 C -0.106
28 H 0.080
29 H 0.082
30 H 0.094
31 H 0.109
32 H -0.002
33 N -0.402
34 P 0.795
35 C -0.259
36 C -0.077
37 C -0.083
38 C -0.088
39 C -0.080
40 C -0.079
41 C -0.262
42 C -0.097
43 C -0.082
44 C -0.091
45 C -0.080
46 C -0.085
47 C -0.323
48 C -0.072
49 C -0.078
50 C -0.083
51 C -0.079
52 C -0.125
53 H 0.097
54 H 0.105
55 H 0.104
56 H 0.106
57 H 0.078
58 H 0.097
59 H 0.107
60 H 0.101
61 H 0.106
62 H 0.074
63 H 0.096
64 H 0.106
65 H 0.104
66 H 0.106
67 H 0.116